Record 1
Density functional theory data (the ωB97M-V functional and the def2-TZVPD basis) for a 2-piece molecular cluster, CH3NSSi overall.

Structure (XYZ):
```
7
Properties=species:S:1:pos:R:3:mulliken_charge:R:1
C -0.802 0.586 1.670 0.310
N 0.040 0.990 2.367 -0.446
Si 0.614 -0.362 -1.133 0.501
S -1.853 0.169 0.447 -0.335
H 0.552 -1.602 -0.461 -0.017
H 1.318 0.633 -0.414 0.011
H 0.131 -0.414 -2.477 -0.024
```

Relative energy (zero: lowest compared OMol25 entry of this formula, charge and spin), kcal per mole: 60.4
Spin multiplicity: 1
HOMO energy, eV: -8.9
Kohn-Sham gap, eV: 7.13

Record 2
Density functional theory data (the ωB97M-V functional and the def2-TZVPD basis) for a 2-piece molecular cluster, C2H5O3PS overall.

Structure (XYZ):
```
12
Properties=species:S:1:pos:R:3:mulliken_charge:R:1
C 1.138 -0.891 -0.625 -0.892
C -1.102 0.243 0.983 -0.561
O -3.289 -0.446 -0.500 -0.473
O -0.911 0.678 -1.286 -0.472
O 0.927 1.655 -0.117 -0.571
P -2.492 0.666 -0.094 0.349
S 0.129 0.517 -0.234 1.109
H 2.213 -0.745 -0.551 0.321
H 0.721 -1.663 -0.059 0.343
H 0.836 -1.084 -1.674 0.347
H -1.058 0.547 1.969 0.461
H -2.794 -1.926 1.507 0.039
```

Relative energy (zero: lowest compared OMol25 entry of this formula, charge and spin), kcal per mole: 177.4
Spin multiplicity: 1
HOMO energy (spin up / spin down), eV: -9.0 / -9.2
Kohn-Sham gap (spin up / spin down), eV: 6.76 / 8.99

Record 3
Density functional theory data (the ωB97M-V functional and the def2-TZVPD basis) for H2KO as an isolated structure.

Structure (XYZ):
```
4
Properties=species:S:1:pos:R:3:mulliken_charge:R:1
O -0.452 0.194 -0.517 -0.636
H -1.365 0.555 -0.586 0.328
H 0.056 0.891 -0.043 0.330
K 1.761 -1.640 1.147 0.978
```

Relative energy (zero: lowest compared OMol25 entry of this formula, charge and spin), kcal per mole: 8.6
Net charge: +1
Spin multiplicity: 1
HOMO energy, eV: -15.8
Kohn-Sham gap, eV: 11.33

Record 4
Density functional theory data (the ωB97M-V functional and the def2-TZVPD basis) for one molecule with the formula C9H16N4.

Structure (XYZ):
```
29
Properties=species:S:1:pos:R:3:mulliken_charge:R:1
N 1.256 4.002 1.948 -0.535
N 2.765 5.031 0.586 -0.582
N 1.647 3.119 -0.246 -0.521
C 1.867 4.009 0.789 0.457
C 2.742 5.674 1.714 0.012
C 0.778 2.151 -0.096 -0.170
N 1.850 5.042 2.562 0.033
C 0.644 -3.466 0.510 -1.176
C 0.618 1.088 -1.169 -0.610
C -0.313 -2.642 1.346 -0.411
C 0.333 -0.346 -0.630 -0.519
C -1.333 -1.913 0.487 -0.771
C -0.959 -0.459 0.157 -0.597
H 3.286 6.580 1.965 0.414
H 0.223 1.987 0.814 0.489
H 1.527 5.491 3.412 0.253
H 1.246 -4.115 1.186 0.330
H 1.291 -2.819 -0.063 0.289
H 0.140 -4.147 -0.152 0.331
H -0.229 1.347 -1.852 0.315
H 1.496 1.031 -1.839 0.314
H -0.856 -3.341 2.022 0.324
H 0.230 -1.930 1.981 0.285
H 0.403 -1.043 -1.477 0.415
H 1.154 -0.645 0.024 0.236
H -2.251 -1.893 1.075 0.338
H -1.527 -2.503 -0.446 0.388
H -0.896 0.053 1.110 0.277
H -1.785 0.002 -0.371 0.391
```

Relative energy (zero: lowest compared OMol25 entry of this formula, charge and spin), kcal per mole: 27.7
Spin multiplicity: 1
HOMO energy, eV: -9.2
Kohn-Sham gap, eV: 9.85

Record 5
Density functional theory data (the ωB97M-V functional and the def2-TZVPD basis) for a 3-piece molecular cluster, C20H40BrFN2O6P2 overall.

Structure (XYZ):
```
72
Properties=species:S:1:pos:R:3:mulliken_charge:R:1
C 0.859 3.165 2.317 -1.627
C 0.568 1.728 1.937 0.134
F 0.926 0.941 3.019 -0.376
C 1.324 1.180 0.695 1.266
C 2.739 1.501 0.916 -0.790
N 3.805 1.893 1.087 -0.556
P 0.896 2.362 -0.768 0.249
O -0.410 1.643 -1.415 -0.431
Br 2.503 1.826 -2.216 -0.222
C 1.097 -0.390 0.502 3.318
C 0.954 -0.776 -0.894 -1.067
N 0.850 -1.091 -1.996 -0.641
C -0.144 -0.983 1.224 -2.097
C -1.528 -0.437 0.807 -1.090
C -2.379 -1.463 0.025 -0.265
C -3.161 -0.848 -1.126 -0.328
O -3.424 -1.854 -2.104 -0.529
P 2.635 -1.318 1.206 -0.091
C 3.635 -1.577 -0.295 -1.035
C 2.012 -3.012 1.507 -1.114
H 0.246 3.387 3.192 0.448
H 0.569 3.864 1.536 0.426
H 1.901 3.291 2.600 0.361
H -0.506 1.624 1.789 0.322
H -0.170 1.029 -2.127 0.287
H -0.155 -2.043 0.977 0.715
H -0.008 -0.926 2.300 0.629
H -2.066 -0.182 1.724 0.492
H -1.456 0.484 0.234 0.473
H -3.077 -1.927 0.725 0.428
H -1.758 -2.266 -0.374 -0.200
H -2.588 -0.027 -1.566 0.126
H -4.111 -0.436 -0.767 0.307
H -3.467 -1.433 -2.962 0.306
H 3.928 -0.600 -0.683 0.281
H 3.138 -2.149 -1.079 0.254
H 4.548 -2.097 -0.004 0.453
H 1.378 -3.024 2.389 0.444
H 1.485 -3.470 0.666 0.225
H 2.902 -3.616 1.695 0.499
C -1.342 8.347 1.633 -0.787
O -0.783 7.239 0.951 -0.341
C -1.651 6.661 -0.009 -0.359
C -1.341 7.120 -1.416 -0.528
O -1.562 8.509 -1.588 -0.386
C -0.382 9.289 -1.510 -0.713
H -0.527 8.864 2.136 0.260
H -1.832 9.039 0.945 0.344
H -2.067 8.015 2.385 0.307
H -2.695 6.878 0.240 0.336
H -1.511 5.576 0.044 0.292
H -2.005 6.596 -2.110 0.365
H -0.309 6.861 -1.675 0.330
H 0.200 9.205 -2.434 0.316
H 0.243 8.993 -0.665 0.320
H -0.686 10.326 -1.380 0.248
C 0.138 -9.303 -1.320 -0.702
O -0.356 -8.722 -0.127 -0.373
C 0.628 -8.029 0.620 -0.742
C 0.575 -6.535 0.389 -0.157
O 0.891 -6.181 -0.946 -0.377
C -0.245 -5.928 -1.756 -0.531
H -0.723 -9.571 -1.931 0.244
H 0.767 -8.606 -1.878 0.306
H 0.712 -10.210 -1.101 0.321
H 1.627 -8.408 0.385 0.366
H 0.432 -8.226 1.679 0.385
H 1.322 -6.055 1.030 0.245
H -0.410 -6.144 0.664 0.331
H -0.671 -4.943 -1.533 0.083
H -1.015 -6.690 -1.620 0.350
H 0.086 -5.937 -2.793 0.262
```

Spin multiplicity: 1
HOMO energy, eV: -9.0
Kohn-Sham gap, eV: 9.13

Record 6
Density functional theory data (the ωB97M-V functional and the def2-TZVPD basis) for one molecule with the formula C4H7N3O3S.

Structure (XYZ):
```
18
Properties=species:S:1:pos:R:3:mulliken_charge:R:1
C 1.548 -0.843 -0.606 -0.742
C 0.626 -0.620 0.366 0.505
C 0.300 1.012 -1.042 0.332
C -0.275 2.155 -1.704 -1.078
N 1.286 0.194 -1.517 -0.047
N -0.083 0.519 0.115 -0.529
N 0.398 -1.180 1.691 -0.350
O -1.796 -2.115 0.874 -0.573
O -1.814 -0.027 2.167 -0.484
O -1.236 -2.111 3.234 -0.608
S -1.214 -1.460 1.994 1.169
H 2.452 -1.414 -0.840 0.381
H -1.119 1.607 -2.111 0.277
H -0.692 2.903 -1.005 0.302
H 0.317 2.587 -2.527 0.332
H 1.859 0.470 -2.273 0.198
H -1.346 0.441 1.432 0.589
H 0.786 -2.120 1.752 0.325
```

Relative energy (zero: lowest compared OMol25 entry of this formula, charge and spin), kcal per mole: 0.0
Spin multiplicity: 1
HOMO energy, eV: -9.0
Kohn-Sham gap, eV: 9.46